Below is a cluster of 13 separate species, C58H92N2O14 in total in a non-equilibrium geometry, with properties calculated with ωB97M-V/def2-TZVPD.

Structure (XYZ):
```
166
Properties=species:S:1:pos:R:3:forces:R:3
H 10.31815 -4.97771 -3.49253 0.1093 0.8273 -0.0728
H 16.20289 -18.29678 -2.29525 -1.0093 -0.2154 -0.3840
H 15.20747 -15.29648 -13.42513 -0.0475 -0.3308 0.0849
H 10.34220 -10.76270 -14.46959 -0.1799 0.5807 0.3735
H 3.69169 -17.04751 0.60901 0.0745 -0.0221 0.0193
H 17.01730 -9.20630 -8.91843 0.2344 0.1641 0.2706
H 14.74923 -20.37889 -2.52111 0.0553 -0.4097 -0.5097
C 8.55089 -13.10035 -13.24353 -0.5866 -0.1175 2.2112
H 15.85144 -24.07945 -9.74101 -0.0290 0.1864 -0.4539
H 14.18444 -11.09730 0.70404 -0.2446 0.3755 0.2097
C 9.30046 -13.44170 -5.96583 -1.5185 0.6007 1.7573
H 9.95774 -11.72297 -0.57607 -0.0120 0.4581 0.1261
O 15.21692 -8.14393 -10.78929 0.4955 1.0422 -1.9165
H 11.58413 -12.39114 -0.73367 -0.2828 -0.4755 -0.1430
H 8.41659 -13.15612 0.72505 -0.4992 0.3021 0.1074
C 11.44735 -14.17961 -6.70831 -1.2810 -0.3183 -0.2294
C 2.59812 -15.36886 -0.12465 0.6699 1.5877 -0.3188
C 9.69198 -14.06236 -12.94022 0.4897 -0.1061 -0.5755
H 9.15464 -12.39901 2.14145 0.1291 -0.3259 0.3683
C 13.49485 -23.62233 -7.44705 0.1890 -0.3432 -0.8072
O 14.38835 -9.26751 -9.23095 0.6446 -0.2006 1.2309
H 5.83723 -7.05274 -6.61952 0.0532 0.1358 0.1316
C 2.72642 -16.57614 0.49738 -0.0648 -1.1988 0.0158
C 5.21224 -7.54102 -2.88703 -0.6115 0.4043 -2.1571
H 6.49147 -20.09539 -5.28917 0.0966 -0.2936 -0.4023
C 10.27360 -16.11718 -11.90082 0.4231 0.1984 0.3713
H 14.27812 -13.13104 -13.18105 -0.4985 -0.1771 0.0014
C 10.31627 -15.23239 -4.80215 1.6550 0.0571 -0.8016
O 12.43816 -11.73773 1.77091 -0.4197 1.1879 0.5225
C 15.85964 -10.50992 -3.89959 -0.9390 -0.3456 -0.4711
H 7.99821 -23.25299 -4.27713 -0.0194 -0.1071 0.2907
O 11.76509 -18.76726 2.34966 1.4119 1.3617 -1.3899
C 13.36566 -22.24046 -7.62393 -1.3208 0.3128 1.4454
C 6.95600 -23.25671 -4.59632 -0.9697 -0.6124 -2.9240
C 0.29722 -16.62941 0.77470 1.2645 -1.0263 0.0618
H 9.44948 -11.86161 -15.37119 -0.5328 -0.3225 -0.1354
H 10.37468 -13.55551 -12.25821 -0.2248 0.1337 0.5819
C 16.82125 -11.49837 -3.81763 0.5222 0.6787 0.6255
C 15.08172 -23.54833 -9.20077 0.6388 0.4980 0.3286
H 12.91947 -24.28476 -6.81733 -0.3664 0.7341 0.5652
C 4.91087 -7.62704 -6.63092 -0.3142 -0.3019 -0.6513
C 6.58928 -24.57086 -5.40476 0.7750 -0.4558 2.0677
H 5.03284 -6.75461 -2.15391 0.0774 0.2410 -0.3853
H 17.21536 -8.18353 -1.88585 -0.3457 0.1787 0.1032
H 3.55862 -25.22253 -4.42492 -0.3912 0.9331 0.5709
C 17.04215 -9.10134 -2.42809 1.6089 0.1687 0.0178
C 5.64426 -8.48022 -8.73222 -0.4579 1.1384 -0.0902
C 10.74851 -6.73529 -5.13762 0.4672 0.2007 0.4490
H 16.72225 -12.41935 -4.37297 -0.0655 -0.0634 0.0695
H 12.84704 -15.90019 2.23264 -0.7715 -0.3773 0.0029
C 13.20931 -16.92660 2.29067 1.5794 0.1042 1.0532
C 4.20536 -24.61766 -5.06050 -0.3547 -2.1345 -0.7923
H 5.77613 -9.33367 -9.39730 -0.2508 -0.2098 0.5196
H 14.96740 -10.74034 -4.46283 -0.1215 0.1400 -0.2318
H 15.37707 -12.20945 -17.16031 0.0546 -0.1020 -0.2168
C 18.09133 -10.04614 -2.36895 -1.3692 0.1600 0.6227
H 6.24479 -23.08865 -3.78758 0.2095 -0.5037 0.3432
H 12.22238 -14.02964 -7.44536 0.4255 -0.3632 0.2591
H 10.53525 -15.85065 -3.94413 -0.6402 -0.3550 0.0596
O 11.26495 -6.69874 -3.78066 -0.0627 0.2156 -0.3575
H 11.96712 -10.34367 0.31096 0.5811 0.0068 -0.3241
H 8.44281 -14.38523 -4.18895 -0.0043 0.1909 0.0323
H 18.55700 -20.38129 0.50634 -0.0851 0.2559 0.3293
C 13.66816 -11.95350 1.13817 -0.0064 -1.5536 0.1383
H 14.26387 -11.58871 -15.00542 0.4280 0.4450 -0.2995
C 14.77000 -12.53020 -15.15981 -1.5772 0.0951 -0.0864
H 4.10550 -7.03252 -7.06223 0.1129 0.2876 -0.3177
C 6.83059 -20.97566 -4.74306 -0.4181 0.1148 -0.2090
H 15.11877 -8.59356 -3.18792 -0.0329 0.0698 -0.3423
H 4.46808 -8.31611 -2.70387 0.3553 -0.3537 0.1839
H 13.48951 -12.69710 0.36148 0.3972 -0.0503 -0.3862
H 14.11035 -16.89790 1.67798 0.2240 -0.2329 0.3759
H 7.80914 -20.75316 -4.31760 0.4570 -0.2847 -0.3585
C 17.92869 -11.26105 -2.99210 0.2604 -0.3497 -0.9716
H 15.35455 -22.47357 -1.21135 -0.3873 0.1791 -0.4628
C 11.67318 -4.99805 -1.88362 1.5041 -1.2694 1.7280
H 10.29023 -5.78786 -5.42128 -0.3693 0.0406 0.2725
C 16.27776 -19.22056 -1.74079 2.3340 1.0345 1.2374
C 9.33045 -11.16125 -14.54450 -0.0345 -0.7247 -0.1858
H 12.49073 -6.46020 0.37874 -0.1123 -0.4373 -0.4993
C 0.25002 -15.37287 0.25286 -1.3331 -0.3322 -0.1114
C 15.31202 -12.93209 -16.36034 -0.3243 1.0696 -0.0041
O 5.45581 -25.23484 -4.81276 1.2657 1.1113 -0.4389
H 18.90930 -9.90055 -1.67893 0.1955 0.1894 -0.1623
H 3.44057 -8.00442 -4.98298 -0.3275 -0.4981 -0.8389
O 8.93449 -11.76453 -13.33257 0.8863 0.6247 0.1055
C 9.25977 -14.35476 -4.89468 0.6208 -0.3424 -0.9318
C 14.39058 -24.27653 -8.25494 1.1102 0.1489 -0.6054
H 10.99402 -5.36666 -1.11487 -0.3981 -0.2416 -0.2596
H 10.95566 -16.50040 -12.65978 -0.1919 0.1677 -0.5991
C 15.93919 -9.29483 -3.22676 0.2112 -0.6460 0.6199
C 9.18841 -13.26953 1.48635 0.7316 0.5738 -2.4429
O 10.42894 -13.32179 0.69162 -0.2459 0.3132 0.4354
H 7.42833 -25.25432 -5.27436 -0.0711 -0.3181 0.5095
C 15.63987 -20.41874 -1.91155 -2.1369 0.1316 -0.7110
C 1.58084 -17.25429 0.87402 -1.9392 0.3200 0.6739
H 12.10081 -4.78144 -3.86534 -0.1832 0.0130 -0.7414
C 15.78602 -14.20881 -16.49892 1.4888 -0.2690 -0.7607
H 6.25563 -7.85503 -2.85793 -0.1774 -0.3887 0.3036
H 16.31317 -16.04947 -15.66176 -0.0498 -0.1698 0.7119
H 14.75930 -25.29029 -8.20277 -0.8454 -0.4149 0.4868
H 8.11256 -13.08690 -12.24564 -1.0307 -0.1940 -0.1382
H 1.08986 -13.86027 -0.70342 1.1517 0.4443 -0.2307
H 6.60438 -24.52625 -6.49374 -0.8439 0.9218 -0.1107
C 11.37455 -15.20338 -5.77037 -0.4200 0.7462 0.6598
H 3.42358 -14.78895 -0.51027 0.3982 -0.3108 0.0176
H 18.71349 -12.00047 -2.93072 0.0339 -0.1613 0.1204
H 3.88188 -24.99319 -6.03130 -0.0751 0.5590 -0.6209
H 8.54624 -12.66879 -5.95151 -0.3179 -0.0105 -0.3238
H 11.69053 -3.91162 -1.79726 -0.3473 0.1671 -0.3098
N 15.28774 -8.57728 -9.67940 -2.3065 -0.5553 -0.7615
H 4.96068 -8.93462 -4.96390 -0.1296 -0.4192 -0.1543
H 11.53869 -6.85166 -5.87936 0.3324 -0.3102 0.1942
C 17.29762 -19.16331 -0.79458 0.5176 -1.7518 1.2501
C 4.50756 -7.97266 -5.20353 0.3110 -0.9627 1.0572
H 10.44077 -12.41118 -7.40609 -0.2163 -0.1351 -0.4116
H 15.58285 -21.70465 -10.05319 0.0889 0.3517 0.0342
H 12.62629 -21.74994 -7.00820 -0.1521 0.0869 0.2090
C 11.33233 -5.34549 -3.33676 0.1930 -0.0635 0.6224
H -0.65568 -17.08395 1.00226 0.2586 -0.5405 0.3580
H 17.30736 -22.33987 0.31189 -0.5164 -0.4236 -0.0342
H 6.18944 -21.04886 -3.86462 -0.3627 -0.1564 0.0587
C 14.59718 -13.46025 -14.15891 0.9647 1.2801 0.3872
O 12.22204 -17.71539 0.48283 -0.4237 -0.8162 -1.3400
C 11.51589 -11.11325 0.93724 -1.3370 0.6276 -1.2887
H 5.00742 -7.73983 -9.21631 -0.5765 -0.1711 -0.3495
H 17.82518 -18.28317 -0.45780 0.0071 0.3807 -0.6716
C 10.34983 -13.30388 -6.80510 1.6078 -0.0204 -0.0155
H 12.18136 -15.91191 -5.65432 0.0977 -0.0399 -0.0484
C 14.09397 -21.42782 -8.47522 0.5524 -2.3638 -0.3723
H 16.31558 -14.45452 -17.40753 -0.1884 -0.1529 -0.3028
H 10.76753 -10.49146 1.42859 0.0208 -0.5173 1.0652
C 16.92462 -21.49593 -0.24279 0.9963 -0.2073 -0.0657
C 15.19927 -14.66497 -14.30122 0.6905 -2.5628 1.2426
C 15.84816 -15.09898 -15.44564 -0.9642 0.8796 -0.7443
H -0.67789 -14.85816 0.05173 -0.2959 -0.1192 0.3364
H 8.96207 -14.24082 1.92619 0.7173 0.2133 0.3699
O 5.09870 -8.80547 -7.46106 0.3533 0.2674 0.6044
H 14.25955 -6.32289 0.07186 -0.1468 -0.0212 -0.6883
H 9.90626 -16.99484 -11.36896 -0.4323 0.2580 -0.0161
H 8.54833 -10.43234 -14.75679 0.4571 0.3081 -0.4280
H 6.57499 -7.91308 -8.71831 0.5797 -0.3277 0.6599
H 10.89851 -15.53740 -11.22152 0.1080 0.0318 0.3121
H 4.10500 -23.53246 -5.04168 0.3136 -0.0489 0.5173
H 16.15735 -7.98993 -7.92367 0.2081 -0.0708 -0.0677
C 17.66012 -20.35089 -0.09456 -0.1611 1.5844 -0.6902
H 7.78223 -13.35453 -13.97337 0.3364 -0.4395 -0.2666
O 9.21370 -15.29994 -12.35558 0.4392 0.8142 -1.1895
H 10.02815 -7.54553 -5.25026 0.0847 0.0201 0.2114
H 13.93565 -20.35960 -8.45986 0.2184 -0.0406 -0.3002
H 17.03895 -7.48413 -9.43591 -0.2659 -0.1876 0.0803
C 16.46895 -8.26437 -8.93148 0.9865 -0.2048 1.1822
H 1.60858 -18.24032 1.31376 0.2674 -0.1097 -0.0369
C 10.81463 -12.10085 -0.01835 0.1825 -1.3931 1.3672
O 4.97757 -7.03603 -4.26546 1.0215 1.1550 1.4854
O 13.03185 -5.40521 -1.45462 -0.0909 -1.2497 -0.3438
H 13.36579 -17.27079 3.31299 0.2373 0.3547 -0.1367
C 14.97534 -22.16978 -9.29098 -0.0872 0.8465 -0.5267
H 13.25061 -4.92090 0.47271 0.3502 -0.0613 0.6156
C 1.37021 -14.78084 -0.21315 -0.4491 1.3073 -0.7858
N 12.36692 -17.91625 1.65350 -2.2780 -0.3709 1.3912
H 14.27125 -12.44622 1.90081 0.3273 0.2281 -0.1401
C 15.89285 -21.53868 -1.16007 0.3735 -0.5421 0.7259
O 6.75314 -22.18097 -5.53074 0.3928 1.2781 1.4988
C 13.28213 -5.86314 -0.07438 -1.3186 2.1312 -0.8227
H 10.31719 -14.10961 -13.83184 0.0934 -1.2081 -0.4160
```
Positions in Å, forces in eV/Å.

Computed properties:
electronic energy: -3427.40707 hartree
frontier orbital gap: 9.40 eV
lowest unoccupied orbital energy: 0.185 eV